A structure of composition C25H44N3O8PS. Source: the Open Molecules 2025 dataset; level of theory: the ωB97M-V functional and the def2-TZVPD basis.

## Properties
Total energy (eV): -67611.2368
HOMO-LUMO gap (eV): 7.779
Molar mass (g mol⁻¹): 577.68

The geometry in ORCA input format:
```
! RIJCOSX wB97M-V def2-TZVPD def2/J DEFGRID3
* xyz 0 1
C 1.938 0.825 5.447
C 2.141 2.226 4.920
O 2.018 2.204 3.492
C 2.376 3.347 2.848
O 3.315 4.031 3.180
C 1.451 3.668 1.709
C 0.293 4.542 2.216
C -1.074 4.222 1.558
C -1.865 3.237 2.388
C -1.977 1.821 2.035
P -1.112 1.312 0.474
O -0.414 -0.134 0.727
O -2.389 0.905 -0.495
C -2.680 0.951 2.830
C -2.913 -0.509 2.533
C -4.282 -0.824 1.956
C -5.058 0.217 1.192
N -4.704 -2.008 2.125
C -3.275 1.451 4.014
N -3.983 0.739 4.899
S -4.437 1.772 6.032
N -3.803 3.131 5.488
C -3.172 2.830 4.345
C -2.474 3.728 3.498
C -2.461 5.190 3.877
C -3.390 6.045 2.973
H 0.902 0.503 5.346
H 2.574 0.111 4.927
H 2.196 0.790 6.506
H 3.106 2.620 5.232
H 1.365 2.886 5.318
H 1.091 2.745 1.257
H 2.028 4.191 0.948
H 0.178 4.368 3.288
H 0.546 5.594 2.095
H -1.631 5.151 1.441
H -0.880 3.837 0.561
H -0.898 -0.890 0.370
H -2.980 1.666 -0.556
H -2.847 -1.056 3.472
H -2.137 -0.892 1.882
H -4.820 0.151 0.131
H -6.123 0.024 1.316
H -4.867 1.236 1.526
H -5.621 -2.118 1.693
H -1.445 5.575 3.839
H -2.854 5.251 4.887
H -3.787 5.463 2.143
H -4.213 6.452 3.556
H -2.842 6.891 2.559
C -0.670 -0.177 -3.286
O 0.520 -0.938 -3.161
C 0.295 -2.271 -2.739
C 0.310 -3.253 -3.890
O -0.754 -3.027 -4.800
C -0.370 -2.296 -5.949
H -0.433 0.714 -3.867
H -1.455 -0.735 -3.802
H -1.034 0.128 -2.303
H -0.654 -2.347 -2.195
H 1.104 -2.533 -2.049
H 0.183 -4.263 -3.488
H 1.275 -3.219 -4.405
H 0.170 -2.938 -6.653
H 0.256 -1.439 -5.692
H -1.280 -1.937 -6.428
C 5.734 -6.654 -5.857
O 6.298 -5.676 -5.002
C 5.828 -4.363 -5.251
C 4.741 -3.949 -4.283
O 3.571 -4.739 -4.420
C 3.470 -5.773 -3.457
H 5.935 -7.629 -5.416
H 4.654 -6.528 -5.960
H 6.196 -6.614 -6.849
H 5.468 -4.273 -6.281
H 6.678 -3.685 -5.131
H 4.460 -2.913 -4.497
H 5.114 -3.992 -3.255
H 3.147 -5.370 -2.490
H 4.417 -6.300 -3.328
H 2.718 -6.478 -3.811
*
```